A structure of composition C18H22N4O5Sm at a distorted geometry. Source: the Open Molecules 2025 dataset; level of theory: ωB97M-V with the def2-TZVPD basis set.

Geometry (Å):
Sm: -2.208 0.455 1.724
N: -3.230 2.699 0.491
N: -4.245 1.801 1.022
C: -4.333 1.879 2.625
O: -4.759 2.957 3.039
O: -3.870 0.848 3.223
H: -3.227 3.645 0.887
H: -3.273 2.748 -0.513
H: -5.130 1.945 0.554
C: 0.964 0.641 4.978
C: -0.043 0.012 4.124
N: -0.281 -1.326 4.052
O: -0.561 0.788 3.221
H: 1.279 -0.028 5.821
H: 0.515 1.604 5.295
H: 1.803 0.900 4.344
H: -0.018 -1.868 4.857
H: -1.138 -1.585 3.571
C: 2.521 1.412 -5.022
C: 2.046 1.443 -3.594
C: 2.363 2.545 -2.793
C: 1.993 2.644 -1.494
C: 1.298 1.567 -0.909
C: 0.863 0.501 -1.705
N: -0.028 -0.483 -1.131
C: 0.362 -1.693 -0.585
C: 1.635 -2.274 -0.806
C: 1.977 -3.450 -0.151
C: 1.134 -4.051 0.762
C: -0.145 -3.547 0.956
C: -0.564 -2.399 0.247
C: -1.827 -1.729 0.602
O: -2.323 -1.907 1.787
O: -2.404 -0.908 -0.207
C: 1.288 0.376 -3.037
C: 0.817 -0.782 -3.884
H: 3.264 2.216 -5.092
H: 1.656 1.547 -5.709
H: 2.960 0.443 -5.273
H: 2.829 3.378 -3.291
H: 2.184 3.546 -0.906
H: 0.916 1.606 0.125
H: -1.043 -0.351 -1.240
H: 2.360 -1.799 -1.441
H: 2.972 -3.938 -0.323
H: 1.488 -4.893 1.380
H: -0.882 -3.950 1.670
H: 1.670 -1.254 -4.369
H: 0.083 -0.427 -4.643
H: 0.294 -1.505 -3.243

Properties
energy relative to the best compared isomer or geometry (same formula, charge and spin) = 5.9 kcal per mole
spin multiplicity = 6
frontier orbital gap (alpha / beta) = 6.582 / 7.749 eV
⟨S²⟩ = 8.76
net charge = +1
lowest unoccupied orbital energy (alpha / beta) = -4.4 / -3.2 eV

Atom charges from the Mulliken analysis, given in e for atoms 1 to 4: Sm 1.680; N -0.481; N -0.282; C 0.635



A structure of composition C18H22N5O2PdS2. Source: the Open Molecules 2025 dataset; level of theory: ωB97M-V with the def2-TZVPD basis set.

Geometry (Å):
Pd: -0.744 0.354 -0.545
C: -0.612 -2.326 0.678
C: -0.776 -1.339 1.835
N: -0.530 0.114 1.508
C: -1.510 1.005 2.177
C: -2.733 1.202 1.316
C: -3.958 1.685 1.741
C: -4.942 1.923 0.790
C: -4.688 1.704 -0.560
C: -3.444 1.223 -0.922
C: -2.940 1.066 -2.340
N: -1.753 0.170 -2.405
C: -2.148 -1.276 -2.580
C: -1.354 -2.287 -1.753
N: -1.619 -2.098 -0.342
N: -2.534 0.963 0.017
H: -0.658 -3.333 1.110
H: 0.379 -2.209 0.241
H: -0.104 -1.616 2.648
H: -1.802 -1.410 2.206
H: 0.423 0.321 1.803
H: -1.040 1.980 2.325
H: -1.777 0.617 3.162
H: -4.137 1.878 2.790
H: -5.908 2.298 1.100
H: -5.437 1.914 -1.311
H: -2.641 2.054 -2.694
H: -3.736 0.708 -2.998
H: -1.189 0.441 -3.202
H: -2.078 -1.529 -3.640
H: -3.200 -1.356 -2.299
H: -0.284 -2.163 -1.931
H: -1.626 -3.283 -2.122
H: -2.544 -2.394 -0.065
O: 3.773 -1.462 2.837
S: 3.482 -0.209 2.221
O: 3.179 0.936 3.038
N: 2.196 -0.354 1.168
C: 2.528 -0.004 -0.028
S: 1.430 0.174 -1.343
C: 3.979 0.279 -0.235
C: 4.660 0.580 -1.402
C: 6.029 0.797 -1.320
C: 6.698 0.721 -0.102
C: 6.015 0.419 1.072
C: 4.659 0.204 0.969
H: 4.139 0.641 -2.348
H: 6.587 1.029 -2.217
H: 7.765 0.895 -0.068
H: 6.528 0.354 2.022

Properties
frontier orbital gap = 8.033 eV
net charge = +1
lowest unoccupied orbital energy = -3.2 eV

Atom charges from the Mulliken analysis, given in e for atoms 1 to 4: Pd 0.089; C -0.848; C -0.665; N -0.015



A structure of composition C18H23AuN5S2. Source: the Open Molecules 2025 dataset; level of theory: ωB97M-V with the def2-TZVPD basis set.

Geometry (Å):
Au: -0.560 -1.293 -0.960
C: 5.752 -1.595 -1.018
C: 4.253 -1.520 -1.022
C: 3.480 -2.264 -0.139
C: 2.107 -2.163 -0.170
N: 1.472 -1.356 -1.041
C: 2.204 -0.635 -1.916
C: 3.578 -0.699 -1.922
H: 6.120 -2.270 -0.249
H: 6.183 -0.608 -0.849
H: 6.113 -1.944 -1.987
H: 3.940 -2.925 0.583
H: 1.485 -2.712 0.523
H: 1.653 -0.007 -2.598
H: 4.122 -0.104 -2.644
C: -5.704 0.464 -1.439
C: -4.630 -0.544 -1.204
C: -4.693 -1.885 -0.858
C: -3.371 -2.329 -0.784
N: -2.563 -1.310 -1.080
N: -3.335 -0.234 -1.314
C: -2.820 -3.672 -0.433
H: -6.676 -0.024 -1.430
H: -5.578 0.958 -2.403
H: -5.700 1.229 -0.661
H: -5.582 -2.471 -0.689
H: -2.851 0.622 -1.591
H: -3.620 -4.404 -0.356
H: -2.304 -3.633 0.530
H: -2.118 -4.023 -1.192
N: -1.568 0.823 2.214
C: -0.489 0.076 1.971
S: -0.595 -1.627 1.913
N: 0.676 0.698 1.742
C: 0.952 2.098 1.722
C: 0.510 2.950 2.726
C: 0.836 4.300 2.664
C: 1.611 4.792 1.625
C: 2.068 3.925 0.639
C: 1.735 2.582 0.683
H: -2.442 0.337 2.309
H: -1.567 1.817 2.052
H: 1.408 0.079 1.436
H: -0.040 2.565 3.575
H: 0.494 4.963 3.448
H: 1.869 5.842 1.589
H: 2.675 4.299 -0.175
H: 2.063 1.904 -0.098
S: -0.551 0.924 -1.722

Properties
energy relative to the best compared isomer or geometry (same formula, charge and spin) = 26.0 kcal per mole
frontier orbital gap (alpha / beta) = 6.360 / 6.362 eV
net charge = +1
lowest unoccupied orbital energy (alpha / beta) = -4.6 / -4.6 eV

Atom charges from the Mulliken analysis, given in e for atoms 1 to 4: Au 0.231; C -1.401; C 1.089; C -0.755